*a*
Density functional theory data (ωB97M-V with the def2-TZVPD basis set) for a cluster of 2 separate species, C2HN2PS in total.

## Properties
Highest occupied orbital energy (eV): -9.11
Lowest unoccupied orbital energy (eV): -1.38
Structure (SMILES): N#CP=S.C#N

CARTESIAN COORDINATES (ANGSTROEM)
C (1.8581, -0.6606, -0.1220)
C (-1.1134, 1.2481, 0.0206)
N (0.8307, -0.5214, -0.6569)
N (-0.6186, 2.1839, 0.4716)
P (-1.6603, -0.2122, -0.7711)
S (-2.1452, -1.1765, 0.8396)
H (2.8487, -0.8613, 0.2183)

Table of natural (NBO) atomic charges, one value per atom, all in e:
1. C 0.179
2. C -0.153
3. N -0.374
4. N -0.268
5. P 0.736
6. S -0.366
7. H 0.246

*b*
Density functional theory data (ωB97M-V with the def2-TZVPD basis set) for the molecule C2HN2PS.

## Properties
Highest occupied orbital energy (eV): -10.46
Lowest unoccupied orbital energy (eV): -1.04
Structure (SMILES): N#CP(S)C#N

CARTESIAN COORDINATES (ANGSTROEM)
C (0.1910, -1.6880, -0.2411)
C (0.8553, 0.6119, -0.4622)
N (-0.2419, -2.4039, -1.0215)
N (1.2782, 1.2017, -1.3360)
P (0.4672, -0.2976, 0.9936)
S (-1.5218, 0.6428, 0.9821)
H (-1.0280, 1.9332, 1.0852)

Table of natural (NBO) atomic charges, one value per atom, all in e:
1. C -0.058
2. C -0.119
3. N -0.251
4. N -0.247
5. P 0.752
6. S -0.248
7. H 0.171

Which one sits at the bottom of the stability order? *a* does.

*a*
Density functional theory data (ωB97M-V with the def2-TZVPD basis set) for a cluster of 2 separate species, C4HO3 in total.

## Properties
Charge: -1
Highest occupied orbital energy (spin up / spin down) (eV): -2.27 / -2.27
Lowest unoccupied orbital energy (spin up / spin down) (eV): 3.73 / 3.75

CARTESIAN COORDINATES (ANGSTROEM)
C (1.0508, -1.0846, -0.2557)
C (-0.1484, -0.6925, 0.0495)
C (-1.3188, -1.3482, 0.0901)
C (0.2957, 1.3693, 0.0509)
O (0.3312, 1.6592, -1.0878)
O (-2.5338, -1.1965, 0.2832)
O (0.4355, 1.6594, 1.1876)
H (1.8877, -0.3662, -0.3178)

Table of natural (NBO) atomic charges, one value per atom, all in e:
1. C -0.347
2. C -0.549
3. C 0.542
4. C 1.011
5. O -0.590
6. O -0.598
7. O -0.593
8. H 0.123

*b*
Density functional theory data (ωB97M-V with the def2-TZVPD basis set) for the ion C4HO3 with charge -1.

## Properties
Charge: -1
Highest occupied orbital energy (eV): -3.37
Lowest unoccupied orbital energy (eV): 4.21
Structure (SMILES): C#CC(=O)C(=O)[O-]

CARTESIAN COORDINATES (ANGSTROEM)
C (-0.4088, 0.0917, 0.0450)
C (-0.6465, -0.4279, -1.0061)
C (-1.4024, -1.3797, -1.7421)
C (-2.1591, -2.4017, -0.4523)
O (-2.6967, -1.7007, 0.3307)
O (-1.5512, -1.4603, -2.9369)
O (-1.9265, -3.5615, -0.6706)
H (-0.3464, 0.4603, 1.0425)

Table of natural (NBO) atomic charges, one value per atom, all in e:
1. C -0.207
2. C -0.152
3. C 0.350
4. C 0.793
5. O -0.713
6. O -0.569
7. O -0.719
8. H 0.217

Which one sits at the bottom of the stability order? *a* does.

*a*
Density functional theory data (ωB97M-V with the def2-TZVPD basis set) for the molecule C6H9ClS.

## Properties
Highest occupied orbital energy (eV): -8.92
Lowest unoccupied orbital energy (eV): 0.88
Structure (SMILES): S[C@H]1CC[C@@H]2[C@@H](Cl)[C@H]21

CARTESIAN COORDINATES (ANGSTROEM)
C (1.2907, -0.2651, 0.6591)
C (2.0070, 0.9356, -0.1871)
C (0.9466, 2.0216, -0.5352)
C (-0.2991, 1.1678, -0.3968)
C (-1.4282, 0.7360, 0.5148)
C (-0.0614, 0.4213, 0.9207)
H (0.3473, -1.6969, -1.0920)
H (1.8428, -0.5980, 1.5560)
H (2.3840, 0.4295, -1.1361)
H (2.9201, 1.2611, 0.3278)
H (0.9509, 2.8488, 0.2202)
H (1.2548, 2.4725, -1.5108)
H (-0.1908, 0.4169, -1.1712)
H (-1.8351, 1.4854, 1.2015)
H (0.1389, 1.1022, 1.7356)
S (1.2850, -1.8685, -0.1351)
Cl (-2.5357, -0.4664, -0.2249)

Table of natural (NBO) atomic charges, one value per atom, all in e:
1. C -0.326
2. C -0.417
3. C -0.404
4. C -0.248
5. C -0.143
6. C -0.274
7. H 0.116
8. H 0.236
9. H 0.218
10. H 0.220
11. H 0.207
12. H 0.227
13. H 0.195
14. H 0.239
15. H 0.205
16. S -0.014
17. Cl -0.035

*b*
Density functional theory data (ωB97M-V with the def2-TZVPD basis set) for the molecule C6H9ClS.

## Properties
Highest occupied orbital energy (eV): -8.97
Lowest unoccupied orbital energy (eV): 0.91
Structure (SMILES): S[C@H]1CC[C@@H]2[C@@H](Cl)[C@H]21

CARTESIAN COORDINATES (ANGSTROEM)
C (-0.7302, 0.8983, 0.5756)
C (-1.5247, -0.2364, -0.2109)
C (-0.4878, -1.3963, -0.5466)
C (0.7639, -0.5601, -0.4468)
C (1.9479, -0.1589, 0.4192)
C (0.5532, 0.1501, 0.8741)
H (0.1106, 2.2267, -1.2342)
H (-1.1930, 1.1513, 1.5286)
H (-1.9405, 0.1889, -1.1453)
H (-2.4047, -0.5412, 0.3894)
H (-0.4671, -2.1740, 0.2389)
H (-0.6836, -1.8438, -1.5260)
H (0.7703, 0.2141, -1.2432)
H (2.4664, -0.8861, 1.0687)
H (0.3431, -0.6066, 1.6406)
S (-0.6308, 2.5524, -0.1506)
Cl (3.1069, 1.0215, -0.2315)

Table of natural (NBO) atomic charges, one value per atom, all in e:
1. C -0.327
2. C -0.420
3. C -0.393
4. C -0.249
5. C -0.152
6. C -0.275
7. H 0.112
8. H 0.230
9. H 0.221
10. H 0.220
11. H 0.209
12. H 0.221
13. H 0.194
14. H 0.235
15. H 0.203
16. S -0.005
17. Cl -0.025

*c*
Density functional theory data (ωB97M-V with the def2-TZVPD basis set) for the molecule C6H9ClS.

## Properties
Highest occupied orbital energy (eV): -8.66
Lowest unoccupied orbital energy (eV): 0.59
Structure (SMILES): CC(/C=C\Cl)=C\CS

CARTESIAN COORDINATES (ANGSTROEM)
C (0.9455, 1.9414, 0.4188)
C (-0.0367, 0.8538, 0.1143)
C (0.3181, -0.4185, 0.1974)
C (1.7266, -0.8223, 0.6795)
C (-1.4177, 1.2227, -0.2776)
C (-2.5535, 0.5668, -0.3729)
H (1.5057, 2.3389, -0.4732)
H (1.6853, 1.6185, 1.1461)
H (0.3704, 2.8566, 0.8009)
H (-0.2952, -1.1217, -0.3981)
H (1.9270, -0.3408, 1.6137)
H (1.7917, -1.9114, 0.8601)
H (3.0050, 0.6633, -0.8068)
H (-1.5279, 2.2562, -0.6053)
H (-3.4325, 1.0923, -0.8093)
S (3.1125, -0.6234, -0.4419)
Cl (-2.8661, -1.0317, 0.0697)

Table of natural (NBO) atomic charges, one value per atom, all in e:
1. C -0.649
2. C -0.045
3. C -0.167
4. C -0.573
5. C -0.235
6. C -0.221
7. H 0.224
8. H 0.226
9. H 0.219
10. H 0.222
11. H 0.215
12. H 0.238
13. H 0.114
14. H 0.212
15. H 0.220
16. S -0.022
17. Cl 0.022

Which one sits at the bottom of the stability order? *a* does.

*a*
Density functional theory data (ωB97M-V with the def2-TZVPD basis set) for the molecule C2H6Se.

## Properties
Highest occupied orbital energy (eV): -8.67
Lowest unoccupied orbital energy (eV): 0.94
Structure (SMILES): CC[SeH]

CARTESIAN COORDINATES (ANGSTROEM)
C (0.2188, 0.7782, -0.2764)
C (-0.7349, -0.3184, 0.0720)
Se (0.2774, -1.7565, 0.7977)
H (0.9184, 1.0266, 0.6450)
H (0.8808, 0.3713, -1.0458)
H (-0.3301, 1.7839, -0.6174)
H (-1.2783, -0.8007, -0.8823)
H (-1.5656, 0.1077, 0.7436)
H (1.6134, -1.1921, 0.5636)

Table of natural (NBO) atomic charges, one value per atom, all in e:
1. C -0.629
2. C -0.595
3. Se 0.062
4. H 0.212
5. H 0.211
6. H 0.219
7. H 0.222
8. H 0.227
9. H 0.071

*b*
Density functional theory data (ωB97M-V with the def2-TZVPD basis set) for a cluster of 2 separate species, C2H6Se in total.

## Properties
Highest occupied orbital energy (spin up / spin down) (eV): -8.93 / -8.94
Lowest unoccupied orbital energy (spin up / spin down) (eV): -2.34 / -2.34

CARTESIAN COORDINATES (ANGSTROEM)
C (-0.6310, -0.0117, 0.2267)
C (0.5598, -0.9288, 0.1964)
Se (2.2786, 0.0239, 0.0782)
H (-0.3351, 0.7917, -0.4017)
H (-1.5636, -0.4549, -0.0458)
H (-0.8050, 0.6022, 1.1879)
H (0.5854, -1.4489, -0.8143)
H (0.6108, -1.8190, 0.9381)
H (1.2862, 2.0055, 1.5555)

Table of natural (NBO) atomic charges, one value per atom, all in e:
1. C -0.634
2. C -0.597
3. Se 0.168
4. H 0.223
5. H 0.220
6. H 0.219
7. H 0.228
8. H 0.221
9. H -0.047

Which one sits at the bottom of the stability order? *b* does.